[1]
{
  "formula": "C2H3F3OS",
  "method": "the ωB97M-V functional and the def2-TZVPD basis",
  "species": ["C", "C", "O", "F", "F", "F", "S", "H", "H", "H"],
  "xyz": [[0.05050, -0.04969, 0.20118], [-2.76436, 0.28241, -0.03130], [-1.69196, -2.22657, -0.38059], [-4.00565, -0.11101, 0.09750], [-2.58720, 1.43872, 0.72326], [-2.48445, 0.61950, -1.27384], [-1.41283, -1.16450, 0.56161], [-0.26415, 0.88440, -0.34853], [0.82245, -0.55161, -0.47586], [0.78717, 0.17242, 0.97180]],
  "forces_ev_per_angstrom": [[1.2, 0.0, -2.7], [2.3, 0.7, 1.7], [0.6, -0.7, -1.2], [0.0, -0.3, -0.1], [-0.2, -1.4, -0.5], [-0.3, -0.2, -0.6], [-1.1, 2.7, 1.4], [0.3, -1.0, 0.8], [-1.6, 0.1, 0.2], [-1.1, 0.1, 1.1]],
  "mulliken_charge": [-0.84, 0.60, -0.52, -0.19, -0.24, -0.20, 0.44, 0.27, 0.33, 0.35],
  "orbital_gap_ev": 10.27,
  "e_homo_ha": -0.362,
  "lumo_energy_ev": 0.434,
  "e_above_lowest_kcal_mol": 11.5
}

***

[2]
{
  "formula": "C5H11N",
  "method": "the ωB97M-V functional and the def2-TZVPD basis",
  "species": ["C", "C", "C", "H", "H", "H", "H", "H", "H", "C", "N", "C", "H", "H", "H", "H", "H"],
  "xyz": [[2.13875, -0.46086, 2.63135], [1.19975, -0.71179, 1.75434], [-0.17863, -0.10434, 1.91726], [3.19340, -0.99231, 2.57601], [2.13855, 0.12333, 3.52592], [1.51307, -1.24792, 0.93453], [-0.86352, -0.96749, 1.78606], [-0.36789, 0.50071, 2.78851], [-0.23537, 0.58302, 0.94270], [-0.43174, 1.55102, -2.57097], [-1.45071, 0.79269, -2.89338], [-1.60254, -0.52199, -2.30184], [-0.57024, 2.58344, -2.70603], [0.45452, 1.23932, -1.96891], [-2.42535, -0.91135, -2.80273], [-1.79279, -0.39736, -1.23943], [-0.71927, -1.05814, -2.37339]],
  "forces_ev_per_angstrom": [[4.0, -1.8, 0.6], [-0.8, 2.2, 2.8], [0.5, -0.1, -4.0], [-2.1, 1.1, -0.4], [-0.8, 0.5, 0.4], [-0.1, -1.4, -1.9], [-0.2, 0.9, 0.2], [0.2, -0.1, 0.3], [-0.6, -1.2, 2.0], [-2.2, -3.1, 0.4], [2.2, 2.8, 1.2], [0.3, 2.1, 0.4], [0.3, 1.3, -0.9], [-0.6, -0.1, -0.3], [-1.3, -1.5, -0.5], [-0.4, 0.0, 0.1], [1.7, -1.6, -0.4]],
  "mulliken_charge": [-0.79, 0.01, -0.66, 0.17, 0.27, 0.36, 0.24, 0.32, 0.08, -0.25, -0.43, -0.66, 0.29, 0.22, 0.28, 0.21, 0.34],
  "smiles": "C=CC.C=NC",
  "orbital_gap_ev": 10.47,
  "e_homo_ha": -0.351,
  "lumo_energy_ev": 0.912,
  "e_above_lowest_kcal_mol": 69.0
}

***

[3]
{
  "formula": "C15H29NO6",
  "method": "the ωB97M-V functional and the def2-TZVPD basis",
  "species": ["C", "O", "C", "C", "N", "C", "C", "C", "C", "O", "H", "H", "H", "H", "H", "H", "H", "H", "H", "H", "H", "H", "H", "H", "H", "H", "H", "O", "C", "C", "C", "C", "O", "H", "H", "H", "H", "H", "H", "O", "C", "C", "C", "C", "O", "H", "H", "H", "H", "H", "H"],
  "xyz": [[2.06852, -2.65337, 1.57292], [0.82692, -2.19412, 1.09980], [0.89405, -0.98894, 0.36098], [1.23686, 0.22465, 1.23897], [2.65875, 0.60264, 1.03245], [-0.38312, -0.80216, -0.46228], [-1.61734, -1.57051, 0.04666], [-2.79313, -0.60174, 0.28422], [-3.79895, -1.19533, 1.23310], [-3.19974, -1.28834, 2.52717], [2.30559, -2.24460, 2.55330], [1.99907, -3.72807, 1.68983], [2.87769, -2.44143, 0.87765], [1.72481, -1.06511, -0.33771], [1.07621, 0.00629, 2.29333], [0.66321, 1.07838, 0.91761], [2.85779, 1.48143, 1.49796], [3.24229, -0.08775, 1.49128], [-0.18602, -1.11051, -1.47803], [-0.62200, 0.24793, -0.52490], [-1.44403, -2.07626, 0.98385], [-1.94040, -2.25109, -0.72402], [-3.27596, -0.37245, -0.65924], [-2.42340, 0.29932, 0.76023], [-4.09414, -2.18887, 0.90397], [-4.66730, -0.54225, 1.28937], [-3.86523, -1.08544, 3.19714], [-1.69617, -1.93426, -3.27858], [-1.02820, -2.06507, -4.26142], [0.07676, -1.14993, -4.75349], [0.26296, -1.59989, -6.20164], [-0.15128, -3.06397, -6.12818], [-1.15393, -3.12197, -5.09856], [0.96685, -1.33032, -4.14860], [-0.22124, -0.10964, -4.66304], [1.27053, -1.46004, -6.58768], [-0.42473, -1.05334, -6.84835], [0.67583, -3.71538, -5.83846], [-0.58170, -3.43319, -7.05563], [3.58775, 4.03294, 3.73292], [2.41000, 4.03604, 3.53481], [1.42494, 5.15397, 3.81372], [0.07721, 4.43832, 3.74082], [0.37408, 3.30649, 2.76572], [1.76061, 2.98154, 2.97624], [1.53302, 5.90858, 3.03354], [1.62086, 5.60035, 4.78389], [-0.74867, 5.07030, 3.42097], [-0.17343, 4.02566, 4.71887], [0.24422, 3.61032, 1.72449], [-0.22720, 2.42021, 2.95202]],
  "forces_ev_per_angstrom": [[-0.2, -0.1, 0.1], [-0.1, -0.2, -0.2], [0.1, 0.4, 0.1], [1.3, -0.1, -0.1], [-0.1, -0.1, 0.0], [-0.2, -0.9, 0.3], [-0.5, 1.3, -0.1], [0.3, -0.7, 0.2], [0.0, 0.3, 0.2], [-0.1, 0.1, 0.4], [0.1, 0.3, 0.2], [-0.1, -0.2, 0.0], [0.2, 0.1, -0.2], [0.3, -0.1, -0.2], [-0.6, 0.0, 0.1], [-0.4, 0.3, 0.1], [-0.1, 0.0, 0.1], [0.1, 0.0, -0.1], [0.1, -0.2, -0.3], [0.0, 0.4, 0.0], [0.3, -0.3, 0.0], [0.0, -0.6, 0.0], [-0.1, 0.3, -0.2], [0.0, 0.4, -0.1], [-0.2, -0.2, -0.1], [-0.3, -0.1, -0.1], [0.2, -0.2, -0.3], [-0.2, -0.1, -0.1], [0.1, 0.1, 0.2], [-0.1, -0.1, -0.4], [0.0, 0.1, 0.1], [0.1, 0.0, -0.1], [0.0, 0.0, 0.0], [0.0, 0.0, 0.1], [0.0, 0.0, 0.2], [0.0, -0.1, 0.0], [0.0, 0.0, 0.0], [0.0, 0.0, 0.0], [-0.1, -0.1, 0.1], [0.0, -0.1, 0.0], [0.2, 0.2, 0.0], [-0.4, -0.3, 0.1], [0.1, 0.1, 0.0], [-0.2, 0.0, 0.0], [-0.1, 0.1, 0.0], [0.1, 0.0, 0.0], [0.2, 0.1, -0.1], [0.0, 0.0, -0.1], [0.0, 0.0, 0.0], [0.0, 0.0, 0.0], [0.1, -0.1, 0.0]],
  "mulliken_charge": [-0.86, -0.42, 0.35, -0.32, -0.73, -0.34, -0.51, -0.47, -0.75, -0.52, 0.26, 0.27, 0.37, 0.34, 0.28, 0.15, 0.27, 0.24, -0.54, 0.45, 0.57, 0.24, 0.32, 0.30, 0.27, 0.49, 0.30, -0.53, 0.47, -0.37, -0.54, -0.41, -0.36, 0.24, 0.35, 0.33, 0.27, 0.26, 0.30, -0.58, 0.42, -0.40, -0.56, -0.36, -0.27, 0.25, 0.30, 0.35, 0.27, 0.24, 0.31],
  "smiles": "CO[C@H](CN)CCCCO.O=C1CCCO1.O=C1CCCO1",
  "orbital_gap_ev": 9.63,
  "e_homo_ha": -0.328,
  "lumo_energy_ev": 0.711,
  "e_above_lowest_kcal_mol": 0.0
}

***

[4]
{
  "formula": "C25H25BN10O6S6W",
  "method": "the ωB97M-V functional and the def2-TZVPD basis",
  "species": ["W", "C", "C", "C", "C", "N", "N", "B", "N", "C", "C", "C", "C", "N", "N", "C", "C", "C", "C", "N", "N", "C", "C", "C", "C", "N", "H", "H", "H", "H", "H", "H", "H", "H", "H", "H", "H", "H", "H", "H", "H", "H", "H", "H", "H", "H", "O", "N", "N", "O", "C", "C", "C", "C", "C", "C", "H", "H", "H", "H", "H", "O", "C", "S", "C", "C", "S", "S", "S", "O", "S", "O", "O", "S"],
  "xyz": [[-0.55630, -1.02521, -0.25092], [-1.35713, -2.12194, -3.71604], [-0.59910, -0.86188, -3.50144], [-0.42822, 0.17183, -4.41991], [0.38719, 1.09088, -3.79425], [0.70446, 0.62906, -2.58032], [0.08110, -0.56761, -2.36365], [1.49952, 1.31955, -1.45371], [0.44152, 1.96976, -0.54154], [0.34394, 3.25427, -0.17165], [-0.91451, 3.46672, 0.33410], [-1.57171, 2.23759, 0.23319], [-2.98866, 2.02945, 0.62846], [-0.73273, 1.31895, -0.28883], [2.28759, 0.23037, -0.68436], [3.58561, 0.33484, -0.37341], [3.98032, -0.81518, 0.26124], [2.84647, -1.62398, 0.30930], [2.89896, -2.98732, 0.89630], [1.79732, -0.98469, -0.27736], [2.48555, 2.34666, -1.93606], [3.22506, 2.42492, -3.07944], [4.16775, 3.40329, -2.90833], [3.97436, 3.87679, -1.59201], [4.75338, 4.90413, -0.85330], [2.97140, 3.23230, -1.03230], [-1.90179, -2.06087, -4.65706], [-2.08712, -2.29769, -2.92093], [-0.68362, -2.97908, -3.75958], [-0.85079, 0.24051, -5.40033], [0.75085, 2.03262, -4.14807], [1.19351, 3.89949, -0.26860], [-1.33182, 4.37606, 0.71228], [-3.62286, 2.68943, 0.03389], [-3.12830, 2.31282, 1.67392], [-3.33752, 1.01279, 0.46625], [4.16294, 1.20371, -0.60968], [4.95520, -1.05803, 0.63187], [3.91935, -3.17099, 1.22810], [2.63009, -3.74531, 0.16301], [2.24372, -3.07548, 1.76153], [3.04502, 1.78114, -3.91707], [4.88863, 3.75118, -3.61697], [5.23003, 5.59230, -1.54567], [5.53030, 4.42341, -0.25786], [4.10535, 5.45409, -0.17591], [0.42438, -0.08675, 1.43232], [-0.29254, 0.24516, 2.46522], [-1.49662, -0.09633, 2.35059], [-1.86507, -0.72176, 1.22814], [-2.41492, 0.08723, 3.38987], [-2.02128, 0.79534, 4.52763], [-2.91890, 0.92708, 5.56718], [-4.18451, 0.35861, 5.47500], [-4.56439, -0.33515, 4.33637], [-3.68733, -0.46673, 3.27612], [-1.03318, 1.22098, 4.58147], [-2.63074, 1.45420, 6.46224], [-4.88239, 0.46984, 6.28913], [-5.53948, -0.79112, 4.28215], [-3.98557, -0.97704, 2.37293], [-0.71502, -8.15425, 0.93515], [-0.48550, -7.00496, 0.78316], [-0.61463, -5.78392, 2.08270], [-0.19588, -4.41311, 1.11014], [0.09180, -4.63834, -0.22938], [0.47307, -3.38960, -1.34160], [0.02571, -6.28007, -0.77675], [-0.15720, -2.86155, 1.81470], [-4.07953, -1.62814, -2.21870], [-3.43597, -1.34005, -0.98227], [-2.14404, -0.52655, -1.23117], [-4.21580, -0.75333, 0.06313], [-2.44877, -2.94535, -0.28235]],
  "forces_ev_per_angstrom": [[2.3, -1.7, 1.8], [-0.2, -0.1, 0.1], [0.0, 0.1, -0.1], [0.1, -0.3, 0.4], [-0.1, -0.4, 0.3], [0.2, 0.2, -0.2], [-0.1, 0.1, 0.1], [-0.1, -0.1, 0.3], [0.0, 0.2, 0.1], [-0.3, -0.1, 0.2], [0.1, -0.5, -0.2], [-0.1, -0.1, 0.1], [-0.2, -0.3, -0.1], [0.6, -0.1, -0.4], [0.1, -0.1, -0.1], [-0.2, -0.3, 0.1], [-0.5, 0.0, -0.2], [-0.1, 0.0, -0.1], [-0.1, -0.1, 0.1], [0.0, 0.4, -0.2], [0.3, 0.3, -0.6], [0.0, 0.0, 0.1], [-0.1, -0.1, 0.1], [-0.2, -0.3, -0.4], [0.0, 0.0, 0.1], [0.1, 0.1, 0.6], [0.0, 0.0, 0.0], [0.3, -0.1, -0.4], [0.0, 0.1, -0.1], [0.0, -0.1, -0.2], [0.2, 0.2, 0.0], [0.0, 0.1, -0.1], [-0.1, 0.2, 0.1], [0.0, 0.0, 0.0], [0.0, -0.1, 0.0], [0.0, 0.3, 0.2], [0.0, 0.3, -0.1], [0.1, -0.1, 0.0], [0.0, 0.0, 0.0], [0.0, 0.0, 0.1], [0.2, -0.1, -0.1], [0.0, -0.1, -0.2], [0.2, 0.0, -0.2], [0.0, 0.1, 0.0], [0.1, 0.1, 0.0], [0.0, 0.1, 0.0], [-0.9, -0.2, 0.5], [0.2, -0.4, -0.7], [1.7, 0.0, -1.2], [-0.2, 0.5, 1.1], [-1.3, 0.1, 1.1], [0.0, -0.1, -0.3], [-0.1, -0.1, -0.1], [0.0, 0.0, -0.1], [0.1, 0.1, 0.2], [0.3, 0.0, -0.2], [0.1, 0.1, 0.1], [0.1, 0.1, 0.0], [-0.1, 0.0, 0.1], [-0.1, 0.0, -0.1], [0.1, -0.1, -0.1], [0.0, -0.2, 0.0], [0.2, 0.3, 0.0], [0.0, 0.2, 0.1], [-0.1, 0.6, 0.8], [0.1, 0.3, -0.9], [-0.6, 0.5, 0.6], [0.0, 0.1, -0.2], [-0.4, -0.2, -1.0], [0.1, 0.2, -0.1], [-1.8, -0.8, 0.1], [-0.7, 0.8, -0.9], [-0.2, 0.1, -0.3], [1.2, 0.4, 0.1]],
  "mulliken_charge": [1.29, -1.41, 0.97, -1.70, -0.15, 0.76, -0.22, -0.13, 1.00, -0.21, -1.74, 0.89, -1.48, -0.16, 1.55, -0.14, -1.71, 0.63, -1.50, -0.35, 0.33, -0.37, -1.28, 0.84, -1.29, -1.22, 0.36, 0.20, 0.28, 0.50, 0.80, 0.79, 0.55, 0.47, 0.29, 0.20, 0.45, 0.49, 0.44, 0.23, 0.23, 0.69, 0.48, 0.38, 0.26, 0.33, -0.04, -1.51, 1.47, 0.22, 0.25, -0.49, -0.77, -0.47, -0.97, 0.19, 0.51, 0.42, 0.43, 0.44, 0.34, -0.45, 0.57, -0.09, 0.36, 0.44, -0.22, -0.10, -0.30, -0.67, 0.92, -0.58, -0.64, 0.09],
  "multiplicity": 2,
  "orbital_gap_ev": [6.02, 6.09],
  "e_homo_ha": [-0.411, -0.430],
  "lumo_energy_ev": [-5.169, -5.621],
  "total_charge": 1
}

***

Results for DFT total energy: -23156.0594; -6850.5381; -29799.7607; -121023.6939 (in eV, following the order of the records).